{"formula": "C37H113N25O16", "method": "wB97M-V/def2-TZVPD", "homo_energy_ev": -9.0, "energy_ha": -4050.5294, "spin_multiplicity": 1, "molar_mass_g_mol": 1164.47, "total_charge": 0, "gap_ev": 9.4, "elements": ["C", "O", "N", "N", "H", "H", "H", "H", "C", "O", "N", "N", "H", "H", "H", "H", "C", "O", "N", "N", "H", "H", "H", "H", "C", "O", "N", "N", "H", "H", "H", "H", "C", "O", "N", "N", "H", "H", "H", "H", "C", "O", "N", "N", "H", "H", "H", "H", "C", "O", "N", "N", "H", "H", "H", "H", "C", "O", "N", "N", "H", "H", "H", "H", "C", "O", "N", "N", "H", "H", "H", "H", "C", "C", "C", "O", "C", "N", "H", "H", "H", "H", "H", "H", "H", "H", "H", "H", "H", "C", "C", "C", "O", "C", "N", "H", "H", "H", "H", "H", "H", "H", "H", "H", "H", "H", "C", "C", "C", "O", "C", "N", "H", "H", "H", "H", "H", "H", "H", "H", "H", "H", "H", "C", "C", "C", "O", "C", "N", "H", "H", "H", "H", "H", "H", "H", "H", "H", "H", "H", "C", "C", "C", "O", "C", "N", "H", "H", "H", "H", "H", "H", "H", "H", "H", "H", "H", "C", "C", "C", "O", "C", "N", "H", "H", "H", "H", "H", "H", "H", "H", "H", "H", "H", "C", "C", "C", "O", "C", "N", "H", "H", "H", "H", "H", "H", "H", "H", "H", "H", "H"], "positions_angstrom": [[2.17092, 1.41286, 3.81902], [3.27856, 0.96437, 4.16720], [1.18323, 1.31177, 4.77513], [1.97514, 2.07353, 2.65126], [0.20473, 1.46043, 4.62577], [1.50722, 0.90691, 5.62020], [2.62590, 1.87953, 1.92958], [1.07580, 2.50962, 2.49135], [-0.39485, -5.02916, -1.23837], [-0.99610, -5.42298, -2.22717], [0.17163, -5.90598, -0.34081], [-0.08936, -3.72922, -1.00125], [0.65200, -5.53120, 0.42126], [0.11325, -6.90332, -0.47032], [-0.59956, -2.94567, -1.38847], [0.53186, -3.54495, -0.18230], [5.57306, -2.66469, 0.35869], [6.45245, -2.40214, 1.14942], [4.97451, -1.91231, -0.60645], [5.14627, -4.01052, 0.31339], [5.27771, -0.95295, -0.77272], [4.73171, -2.31440, -1.51879], [4.75964, -4.33906, -0.48761], [5.80969, -4.58536, 0.79302], [-1.02103, 2.24811, -5.21657], [-1.62136, 1.82194, -4.18656], [0.29183, 2.16801, -5.37135], [-1.74468, 2.75205, -6.27339], [0.77195, 2.86407, -5.86092], [0.73624, 2.01148, -4.45723], [-2.70336, 2.43388, -6.25192], [-1.23670, 2.85639, -7.14226], [3.92968, 2.61748, -3.90154], [2.99362, 3.12562, -4.50753], [5.13704, 3.18678, -3.91386], [3.75051, 1.55750, -3.10120], [5.86621, 2.80319, -3.37625], [5.22925, 3.85085, -4.65489], [2.80092, 1.31107, -2.96525], [4.41472, 1.14152, -2.45705], [-1.69625, -1.63197, -5.40402], [-1.44792, -0.95587, -6.38496], [-1.71331, -1.17348, -4.10020], [-1.69322, -2.98743, -5.55680], [-1.52527, -0.19416, -4.04989], [-2.19735, -1.79089, -3.45452], [-1.70773, -3.55887, -4.74056], [-1.12724, -3.34953, -6.31451], [-3.95185, -3.15252, -2.34130], [-3.08952, -2.39369, -1.85103], [-3.74633, -4.51044, -2.52947], [-5.17517, -2.55087, -2.67709], [-4.32594, -4.95345, -3.26140], [-2.86517, -4.89733, -2.29291], [-5.85267, -3.02523, -3.30103], [-5.10283, -1.55251, -2.83823], [5.08010, 1.18406, 0.59393], [5.47721, 0.85008, -0.54205], [4.27604, 2.30326, 0.74829], [5.39960, 0.43203, 1.69728], [4.50366, 2.78252, 1.61560], [3.87809, 2.71494, -0.09064], [5.95152, -0.39726, 1.53844], [4.91317, 0.50810, 2.60119], [2.06862, -2.85451, 2.04362], [1.49751, -3.64280, 1.33866], [1.53527, -1.60637, 2.35301], [3.23321, -3.14831, 2.70790], [2.19166, -0.87221, 2.68994], [0.76040, -1.26137, 1.78501], [3.97831, -3.69742, 2.28586], [3.59172, -2.45654, 3.33451], [1.77951, -0.52637, -0.92768], [0.50962, 0.14446, -1.30122], [-0.48015, 0.28331, -0.13244], [-0.88499, -1.03950, 0.14445], [-2.17363, -1.20474, 0.80941], [0.75902, 1.40325, -2.01590], [2.45349, -0.75394, -1.74635], [1.55963, -1.46378, -0.37762], [2.33712, 0.15915, -0.32179], [-0.15186, -0.45916, -1.98771], [-1.36091, 0.83673, -0.40929], [-0.23329, 0.80269, 0.84319], [-2.05315, -1.17130, 1.90813], [-2.67232, -2.08743, 0.48392], [-2.83109, -0.34250, 0.49760], [1.17512, 2.15133, -1.45985], [-0.02612, 1.76856, -2.49341], [-5.42989, -4.11012, 4.87333], [-4.29621, -5.07444, 4.80053], [-3.41414, -4.82476, 3.57388], [-4.10711, -5.43264, 2.55292], [-3.44452, -5.38208, 1.31195], [-3.51415, -4.82769, 6.01061], [-5.06589, -3.13168, 5.10090], [-6.16665, -4.43296, 5.67159], [-5.97327, -4.06184, 3.94162], [-4.77752, -6.09576, 4.78749], [-2.39306, -5.25375, 3.76236], [-3.29506, -3.75692, 3.39565], [-3.24458, -4.38188, 1.00115], [-4.03394, -5.89778, 0.56435], [-2.40762, -5.82176, 1.23483], [-2.79583, -5.48747, 6.12113], [-4.24401, -4.97067, 6.70929], [2.70526, 5.55753, 2.19414], [3.89876, 5.56632, 3.13678], [3.52500, 6.09414, 4.54826], [4.70194, 6.05003, 5.37026], [4.49822, 5.81476, 6.74786], [4.51600, 4.22624, 3.18204], [3.00054, 5.18044, 1.20130], [2.40609, 6.64718, 1.84714], [1.92768, 4.91809, 2.54216], [4.64019, 6.21037, 2.69206], [2.66650, 5.53105, 4.93604], [3.04310, 7.11995, 4.49235], [3.79091, 4.99851, 6.96889], [4.06142, 6.70554, 7.24479], [5.48621, 5.56737, 7.17158], [5.25889, 4.18060, 3.88897], [3.73124, 3.55874, 3.41395], [0.17161, 5.19156, -2.95828], [1.01595, 5.10583, -1.66935], [0.09721, 4.73113, -0.50404], [-0.93591, 5.66222, -0.46035], [-1.86016, 5.39309, 0.60383], [2.12016, 4.13990, -1.79444], [-0.14201, 4.20407, -3.26906], [0.68456, 5.60776, -3.83006], [-0.78113, 5.65406, -2.94923], [1.36076, 6.09723, -1.46400], [0.55117, 4.72889, 0.54206], [-0.32745, 3.68446, -0.62597], [-2.56606, 4.60091, 0.35615], [-2.47193, 6.29981, 0.79940], [-1.38122, 5.07320, 1.56281], [2.92285, 4.63673, -1.52568], [2.17441, 3.92463, -2.78173], [1.97466, -2.31488, -4.73742], [1.96506, -3.70991, -4.26997], [2.29509, -4.80267, -5.32650], [2.55195, -6.10745, -4.78432], [1.32025, -6.60879, -4.32831], [2.85361, -3.92295, -3.04201], [2.86247, -2.10591, -5.32815], [1.84592, -1.63414, -3.94805], [1.19705, -2.17769, -5.49266], [0.97237, -3.89450, -3.88133], [3.22452, -4.58419, -5.92498], [1.49261, -4.94330, -6.05318], [0.48561, -6.27936, -4.96963], [1.06404, -6.28218, -3.30829], [1.22386, -7.68249, -4.30120], [3.04266, -4.89788, -2.84545], [2.27382, -3.67227, -2.21281], [-3.90331, 0.71856, -1.44256], [-4.94601, 1.24825, -2.34024], [-4.74689, 2.70630, -2.66650], [-4.57815, 3.41641, -1.44314], [-4.29081, 4.78300, -1.83877], [-4.89100, 0.38392, -3.53690], [-3.75494, 1.35148, -0.56244], [-2.93129, 0.58100, -1.86525], [-4.18134, -0.27304, -1.13234], [-5.92067, 1.24369, -1.85350], [-5.63825, 3.09236, -3.19372], [-3.83919, 2.94636, -3.22683], [-3.37528, 4.81489, -2.41964], [-4.26184, 5.42275, -0.92311], [-5.05592, 5.21997, -2.51065], [-3.92865, 0.36530, -3.87394], [-5.60109, 0.51397, -4.22227], [-2.16937, -0.36180, 7.11788], [-3.19563, 0.14244, 6.02844], [-2.56263, 0.05982, 4.67178], [-1.68459, 1.16823, 4.51423], [-1.86144, 2.00808, 3.40452], [-4.41716, -0.74279, 5.99763], [-1.10335, -0.02606, 6.98483], [-2.27533, -1.49926, 7.12669], [-2.54610, -0.07002, 8.06992], [-3.46030, 1.19892, 6.13534], [-3.32238, 0.03598, 3.83912], [-1.95737, -0.83576, 4.50104], [-1.59193, 1.61942, 2.42461], [-1.26724, 2.92763, 3.44543], [-2.86386, 2.31363, 3.30680], [-5.00124, -0.64494, 6.80396], [-3.96294, -1.66217, 6.05020]], "forces_ev_per_a": [[0.51, -0.39, 2.52], [0.06, -0.03, -1.35], [0.43, 0.85, -1.71], [-1.50, -0.05, 1.32], [-0.40, -0.17, 0.03], [0.06, -0.31, 0.49], [0.52, 0.14, -1.01], [0.31, -0.27, -0.35], [1.12, 0.05, 0.07], [-1.04, -0.27, -0.50], [-0.89, -0.20, -1.13], [0.94, 0.19, 1.15], [0.86, 0.40, 1.35], [-0.10, 0.34, -0.16], [-0.21, -0.42, -0.06], [-1.00, 0.08, -0.78], [-0.19, -2.59, -2.01], [-0.07, 1.59, 0.82], [0.06, 0.78, -0.76], [1.22, 2.01, 2.97], [0.25, 0.06, 0.73], [-0.20, -0.50, 0.91], [-1.38, -1.21, -2.69], [0.14, -0.44, -0.08], [-2.85, -0.75, 0.64], [0.97, 0.60, -1.27], [1.05, -0.84, 2.27], [0.50, 0.01, 0.71], [0.76, 1.01, -1.09], [0.16, -0.15, -0.73], [0.18, 0.18, -0.42], [-0.57, -0.23, 0.03], [-0.56, -0.15, 0.94], [-0.79, 0.21, -0.85], [-0.02, 0.48, -0.54], [0.55, -0.78, 0.31], [1.06, -0.18, 0.22], [0.64, 0.26, 0.05], [-1.09, -0.32, 0.20], [0.18, 0.46, -0.18], [2.04, 0.09, 0.20], [-0.33, 1.08, -0.17], [-0.49, -1.47, -1.82], [-0.61, -1.14, -0.05], [-0.49, 0.74, 0.66], [0.25, 0.92, 0.70], [0.15, -0.36, 0.51], [-0.43, 0.32, 0.07], [-0.07, 0.92, -0.03], [-0.33, -1.32, -0.24], [-2.69, 1.57, -1.01], [0.16, -2.02, -0.55], [0.76, 0.25, 0.97], [1.21, -0.33, 0.00], [0.89, 0.32, 0.77], [0.12, 0.32, -0.10], [0.07, -0.67, -0.97], [-0.30, 0.23, 0.54], [0.59, -1.59, 0.87], [-0.75, 1.04, 0.04], [-0.46, 1.02, -0.36], [0.51, 0.20, 0.36], [0.20, -0.17, -0.09], [0.20, 0.27, -0.72], [0.65, 1.69, 1.42], [-0.62, -1.21, -1.28], [0.86, 0.62, 0.24], [0.40, 0.06, 0.16], [-0.81, -0.99, -0.42], [0.28, -0.49, 0.12], [-0.78, -0.09, -0.28], [0.04, 0.36, 0.17], [0.07, -1.06, 0.33], [-2.03, 0.95, -1.11], [-0.44, -0.10, 1.23], [-0.92, -1.15, 0.82], [0.61, 2.46, -0.13], [1.39, -0.41, 0.60], [-0.24, -0.15, -0.45], [0.38, 0.57, -0.23], [0.47, 0.31, 0.85], [1.06, 0.22, 0.35], [-0.36, 0.46, -0.80], [0.90, -0.38, -0.80], [0.04, -0.13, -0.37], [0.10, -0.81, -0.30], [0.60, -0.87, 0.49], [0.00, -0.29, -0.02], [-1.24, 0.19, -0.40], [-1.66, -0.42, 0.49], [0.40, -0.24, 0.07], [0.08, -0.72, 1.44], [0.34, -0.77, -1.51], [1.09, -0.76, -0.47], [-1.74, 0.83, 0.04], [0.13, 0.68, 0.17], [0.73, 0.45, -0.76], [-0.23, -0.06, -0.32], [0.96, 0.61, -0.38], [-0.61, 0.11, -0.38], [0.08, 0.36, 0.02], [-0.31, 1.18, -0.32], [-0.31, 0.06, -0.01], [-0.85, -0.16, 0.84], [1.00, -1.14, 0.35], [0.88, 0.07, 0.62], [0.77, 2.33, -1.89], [0.15, -0.08, 0.47], [-0.29, 0.82, -0.40], [-0.97, -0.24, -0.57], [-0.26, 0.36, 0.40], [-1.43, -0.70, 0.25], [0.19, -0.36, 0.42], [0.02, -2.05, 1.40], [-0.99, -0.04, 0.36], [0.37, 0.50, 0.07], [0.44, -0.68, 0.31], [1.05, -0.57, -0.05], [0.27, -0.06, -0.38], [0.42, -0.22, -0.13], [-0.51, 0.21, -0.08], [-0.66, 0.00, -0.21], [1.43, 0.68, 0.14], [0.69, -0.98, -0.69], [-1.46, -0.32, -0.02], [-0.16, -1.29, 1.04], [-1.34, 0.37, 1.08], [-0.09, 0.45, 0.21], [-1.73, 0.14, -0.05], [0.28, -0.80, -0.03], [0.41, 0.04, 0.32], [-0.71, 1.10, 0.87], [0.51, 0.74, 0.23], [0.29, -0.04, -1.28], [0.44, 0.82, -0.18], [0.07, -0.26, -0.32], [0.61, -0.42, -0.20], [0.12, 0.43, -0.65], [1.55, 0.41, 0.14], [0.53, -0.28, -0.18], [0.46, -0.27, -2.44], [0.50, -2.50, 1.83], [1.63, 0.12, -0.49], [-0.67, 0.43, -0.05], [-1.25, 0.09, 0.73], [-0.63, 1.01, 0.44], [0.56, 0.26, 0.37], [-0.16, 1.00, 0.97], [-0.41, 0.12, 0.29], [-0.65, -0.31, -0.22], [-0.78, 0.21, 0.75], [-0.21, 0.48, -0.04], [0.20, 0.05, 0.09], [0.18, 0.18, -0.24], [0.77, -0.55, -0.23], [-0.03, -0.30, -0.72], [0.47, 0.12, -0.85], [0.17, -0.10, 1.81], [0.05, 0.31, -1.47], [0.25, 0.54, 0.29], [-0.26, 1.78, -0.67], [-0.79, 0.05, 1.03], [0.16, -0.26, 1.27], [-0.22, -0.06, -0.04], [0.62, 0.21, -0.88], [-0.19, -0.40, 0.32], [-0.18, -0.64, -0.01], [0.25, -0.04, -0.06], [-0.05, -0.65, -0.58], [0.52, 0.07, 0.22], [0.21, -0.63, -0.79], [-0.07, -0.44, 0.35], [-0.48, 0.10, -0.42], [-0.15, 0.41, -0.62], [-0.49, -0.84, -1.12], [-0.08, -0.93, 0.57], [-0.30, -0.08, -2.07], [0.81, 0.65, -0.05], [0.50, 0.22, -0.61], [1.96, 0.23, -0.64], [-1.14, -0.35, 0.02], [0.68, 1.36, -0.20], [-0.01, 0.44, 0.95], [-0.17, -0.21, 0.38], [0.42, 0.29, 0.91], [-0.06, -0.22, 0.36], [0.15, -0.90, -0.06], [0.11, -0.13, 0.81], [-1.53, 0.46, 0.02], [-0.11, 0.15, 0.59], [-0.87, 0.01, 0.03]]}